122
Properties=species:S:1:pos:R:3:forces:R:3:mulliken_charge:R:1 method="wB97M-V/def2-TZVPD" orbital_gap_ha=0.1918 e_tot_ev=-95103.88323 homo_ev=-3.40 relative_energy_kj_mol=92.7 total_charge=-1
C -1.74913 -3.97657 6.03667 -0.6 -0.5 0.2 -1.044
C -2.85943 -4.14357 4.93335 0.8 -0.5 1.2 0.141
O -2.84540 -3.12781 3.95619 -0.3 0.0 0.2 -0.192
C -3.29739 -1.89208 4.45767 -1.2 0.5 0.3 -0.256
C -4.01996 -1.04346 3.35601 -0.2 -1.4 -0.2 -0.954
O -3.26855 -0.85673 2.17430 0.1 0.8 0.9 -0.378
C -2.23167 0.13561 2.35602 -0.3 0.2 -0.5 -0.882
C -0.85499 -0.42538 1.85725 -0.4 -1.4 1.0 0.263
N -0.40388 -1.37213 2.91267 -0.5 0.7 0.1 -0.229
C -1.19584 -1.37536 0.61404 -0.7 -0.9 -2.1 -0.286
O -0.76961 -2.53791 0.61833 1.1 -0.2 1.1 -0.806
O -1.91157 -0.96143 -0.33316 0.1 1.8 0.9 -0.814
N 0.20084 0.56778 1.59287 -0.5 0.3 -0.4 1.362
C 0.17705 1.76245 2.42305 -0.2 0.6 0.6 -0.927
C 0.34903 1.53548 3.95998 0.6 0.4 -0.2 -0.907
C 1.66130 0.81227 4.38116 0.0 0.4 0.6 -0.551
C 2.95643 1.50154 3.93275 0.5 -0.2 0.1 0.752
F 3.04197 2.82844 4.28034 -0.4 -0.5 0.1 -0.381
F 3.15811 1.45581 2.57855 -0.3 0.2 0.6 -0.196
C 4.24254 0.79688 4.54233 -0.3 -1.1 -1.9 0.549
F 5.32711 1.58111 4.51070 -0.5 0.0 0.8 -0.262
F 4.53111 -0.24203 3.70599 -0.1 0.2 0.5 -0.259
F 4.02927 0.24426 5.74240 0.4 0.8 0.1 -0.264
C 0.51773 0.83013 0.19137 1.2 1.3 -0.6 -0.214
C 1.63932 -0.12261 -0.42000 -0.5 0.3 0.9 0.436
C 2.23355 -1.12693 0.59534 0.9 -0.8 -0.7 -1.109
Cl 0.97300 -0.92877 -1.91237 0.6 0.1 0.3 -0.091
H -2.09290 -4.54565 6.93445 0.3 0.3 -0.6 0.355
H -0.78760 -4.43035 5.72708 -0.4 0.6 0.0 0.261
H -1.62850 -2.92793 6.37296 0.1 -0.5 -0.4 0.304
H -3.82982 -4.20702 5.48804 0.3 0.3 -0.6 0.270
H -2.69940 -5.14967 4.49438 -0.2 1.1 -0.2 -0.038
H -2.52532 -1.29429 4.99227 -0.1 -0.4 -0.4 0.125
H -4.10336 -2.12646 5.20705 0.5 0.4 -0.2 0.500
H -4.43999 -0.09865 3.77926 0.5 -0.4 -0.1 0.324
H -4.90170 -1.66211 3.06512 0.6 0.4 0.0 0.392
H -2.51293 1.06137 1.79915 0.2 -0.7 0.1 0.208
H -2.26047 0.40105 3.43583 0.5 0.0 -0.5 0.416
H 0.58315 -1.57473 2.81512 -0.2 -0.1 0.0 0.348
H -0.65007 -1.03682 3.83795 0.4 0.0 -0.1 0.122
H -0.74541 2.39251 2.29748 0.4 -0.5 0.0 0.308
H 1.00616 2.45054 2.14542 -0.5 -0.6 -0.1 0.442
H -0.50158 1.03129 4.45154 0.4 0.1 -0.4 0.197
H 0.40068 2.55588 4.41280 -0.1 -0.6 -0.3 0.512
H 1.72816 -0.25054 4.08593 -0.2 0.6 -0.1 0.181
H 1.68200 0.81972 5.49651 0.1 0.0 -0.7 0.568
H -0.35857 0.92387 -0.48566 0.4 -0.5 0.5 0.597
H 1.00109 1.84802 0.15500 -0.5 -1.0 0.2 -0.837
H 2.48419 0.50295 -0.77753 -0.7 -0.3 0.0 0.450
H 3.26706 -1.36764 0.24079 -0.6 0.1 0.2 0.501
H 2.34684 -0.72970 1.61861 -0.3 0.1 -0.6 -0.155
H 1.69746 -2.09603 0.64371 -0.1 0.7 -0.1 0.277
O 4.56457 -5.12395 -6.12760 -0.1 0.2 0.0 -0.617
C 3.41852 -4.94252 -5.79581 0.0 -0.2 0.2 0.687
O 3.06831 -3.79429 -5.20683 0.3 0.2 -0.3 -0.322
C 1.70510 -3.41108 -4.93600 -0.3 0.0 0.3 0.318
C 1.20937 -3.99906 -3.63381 0.1 -0.3 0.0 -1.050
C 2.38432 -6.03007 -5.95663 -0.3 0.0 -0.5 -0.881
H 1.05861 -3.65831 -5.78039 0.1 -0.1 0.0 0.324
H 1.70966 -2.32477 -4.85750 0.2 -0.1 0.0 -0.291
H 1.20350 -5.09130 -3.65942 -0.1 0.0 -0.1 0.337
H 0.19756 -3.65361 -3.41946 0.1 0.1 0.1 0.341
H 1.86149 -3.70422 -2.81163 -0.1 0.1 0.0 0.280
H 2.46378 -6.72180 -5.11853 0.0 0.0 0.0 0.240
H 2.58970 -6.56377 -6.88402 0.2 -0.1 0.1 0.300
H 1.36359 -5.66272 -6.02909 0.0 0.0 0.2 0.325
O -0.08967 -0.88341 -6.23817 0.2 0.1 0.1 -0.529
C 0.79767 -0.11415 -6.48839 -0.2 0.2 -0.2 0.807
O 1.43855 0.52015 -5.48979 0.0 -0.3 0.3 -0.220
C 2.61312 1.31174 -5.66506 0.0 0.2 -0.1 -0.414
C 2.26682 2.72831 -6.07819 -0.1 0.1 -0.1 -1.034
C 1.15206 0.22267 -7.91762 0.5 -0.2 -0.2 -1.240
H 3.30848 0.83183 -6.35717 -0.1 0.0 -0.1 0.356
H 3.10697 1.33144 -4.69318 -0.2 -0.2 0.0 0.346
H 1.75273 2.75273 -7.04030 0.1 0.0 0.0 0.325
H 3.16952 3.33771 -6.15465 0.0 0.0 0.0 0.375
H 1.59559 3.18240 -5.34727 0.1 -0.1 0.1 0.261
H 0.46009 0.98006 -8.28588 0.0 0.0 0.0 0.273
H 1.04879 -0.68020 -8.51766 -0.2 0.1 0.1 0.324
H 2.17497 0.56836 -8.05148 -0.1 0.2 0.0 0.378
O 0.45623 4.19316 -0.04599 0.3 0.0 -0.1 -0.519
C 1.32248 4.66273 -0.73176 -0.1 0.5 0.2 0.991
O 2.40194 3.91205 -1.04194 0.0 -0.5 0.0 -0.414
C 3.40178 4.29875 -1.98357 0.1 0.2 0.0 -0.249
C 4.44945 5.18650 -1.34300 0.0 0.1 0.1 -1.117
C 1.26958 6.10234 -1.17998 -0.1 -0.2 -0.5 -1.236
H 2.95041 4.75526 -2.86731 0.0 0.1 0.1 0.342
H 3.87112 3.37261 -2.31837 -0.2 -0.1 0.1 0.291
H 4.01648 6.11857 -0.97730 0.0 0.0 -0.1 0.271
H 5.23697 5.42986 -2.05887 0.0 0.0 0.0 0.395
H 4.89723 4.68463 -0.48378 0.0 -0.1 -0.1 0.313
H 1.63415 6.73993 -0.37476 0.0 0.0 0.0 0.279
H 0.23702 6.35685 -1.39708 0.0 0.0 0.3 0.319
H 1.83367 6.30486 -2.08831 0.1 0.1 0.1 0.273
O -3.29511 -7.13128 4.67765 0.1 -0.5 0.0 -0.605
C -3.32745 -8.00477 3.85316 -0.3 0.2 -0.2 0.794
O -2.17714 -8.53934 3.40484 0.3 0.0 0.4 -0.360
C -2.10322 -9.68932 2.55879 -0.1 0.0 -0.3 -0.420
C -2.26645 -9.31202 1.10038 -0.1 0.1 -0.1 -0.970
C -4.63366 -8.45094 3.24473 -0.2 -0.5 0.2 -1.030
H -2.81583 -10.45401 2.87606 -0.1 0.1 0.0 0.370
H -1.10897 -10.10974 2.71245 0.0 0.2 0.2 0.311
H -3.24410 -8.86937 0.90653 0.0 -0.1 0.0 0.273
H -2.15314 -10.18997 0.46180 0.0 0.0 0.0 0.352
H -1.51988 -8.56995 0.81474 0.0 -0.1 0.0 0.315
H -4.90865 -7.75828 2.44932 0.0 0.0 0.0 0.252
H -5.39774 -8.42881 4.02031 0.0 0.2 0.0 0.330
H -4.61736 -9.46625 2.85411 0.1 0.1 -0.2 0.324
O -0.50572 8.48739 -1.92198 -0.1 0.1 0.2 -0.523
C -1.44967 9.02315 -1.40439 -0.2 0.0 -0.3 0.863
O -1.91095 8.56242 -0.22946 0.4 -0.2 0.3 -0.370
C -2.90903 9.22004 0.55702 -0.3 0.0 0.0 -0.413
C -4.30469 8.85687 0.09305 0.0 0.0 -0.2 -0.969
C -2.18114 10.14863 -2.09387 0.1 0.5 0.2 -1.162
H -2.74172 10.29905 0.57696 0.0 0.0 -0.1 0.354
H -2.76595 8.86556 1.57779 0.2 -0.1 -0.1 0.333
H -4.48367 9.17877 -0.93385 0.0 0.1 0.0 0.271
H -5.05534 9.32069 0.73496 0.0 0.0 0.0 0.357
H -4.44201 7.77498 0.11563 0.0 0.0 0.1 0.313
H -2.88098 9.72738 -2.81530 0.0 0.0 0.0 0.268
H -1.44980 10.76137 -2.61875 0.0 -0.2 -0.1 0.326
H -2.71296 10.81281 -1.41621 -0.2 -0.1 0.0 0.350